1.
DFT (ωB97M-V with the def2-TZVPD basis set) results for a molecular structure, C23H67I2N2NbO9P in a non-equilibrium geometry.

HOMO energy = -3.8 eV
DFT total energy = -2696.72436 Ha
Frontier orbital gap = 0.20884 hartree
Net charge = -1

Last column: Mulliken charge in e.
Geometry (Å):
C: -1.25633 -2.28521 0.41704  -1.327
C: -0.25514 -1.16600 0.69818  0.743
N: -0.88220 0.13562 0.99342  -0.459
Nb: -1.95699 1.16843 -0.46337  -0.484
C: -3.85656 1.39476 0.81792  -0.125
C: -5.07848 0.45724 0.61058  -0.835
C: -6.27321 1.16822 -0.01927  -0.668
C: -6.00210 1.53986 -1.48137  0.294
O: -6.40871 2.87891 -1.81250  -0.625
C: -0.13822 1.05666 -1.92152  -0.474
I: -0.59366 -0.48803 -3.38056  -0.077
C: 0.45994 2.22654 -2.71892  -0.637
C: -0.49165 3.32269 -3.15783  -1.052
I: 2.10348 3.08461 -1.59015  -0.093
P: -1.39135 3.35407 0.78627  0.272
N: -2.64390 4.54746 0.59946  -0.667
O: -1.48758 3.04781 2.41450  -0.419
H: -0.76715 -3.23415 0.63332  0.372
H: -2.17981 -2.15889 0.98224  0.274
H: -1.52804 -2.29787 -0.64172  0.318
H: 0.45185 -1.11270 -0.14373  -0.051
H: 0.34364 -1.46473 1.56398  -0.150
H: -0.21415 0.70585 1.50782  0.116
H: -2.82914 2.26772 -1.67176  -0.015
H: -2.90376 -0.23223 -1.13659  0.060
H: -4.22828 2.42450 0.71650  0.047
H: -3.51056 1.29713 1.85043  0.560
H: -5.39949 0.06441 1.58471  0.385
H: -4.82202 -0.40646 -0.00521  0.197
H: -6.49959 2.08402 0.53534  0.356
H: -7.16461 0.53343 0.03317  0.302
H: -6.54782 0.85999 -2.13756  0.033
H: -4.93884 1.41484 -1.69026  -0.091
H: -5.60519 3.40431 -1.88637  0.331
H: 0.67064 0.62376 -1.33359  0.383
H: 0.98390 1.85839 -3.60051  0.655
H: -1.39439 2.84431 -3.54286  0.260
H: -0.04534 3.90561 -3.96684  0.409
H: -0.76725 3.98957 -2.34219  0.224
H: -3.00562 4.46012 -0.34735  0.331
H: -3.42564 4.34903 1.22115  0.115
H: -1.46480 3.86473 2.93374  0.269
C: -9.38088 -2.94478 -2.80812  -1.108
C: -8.83201 -1.54681 -2.58440  -0.252
O: -7.49948 -1.55742 -2.10020  -0.401
H: -9.33503 -3.52144 -1.88373  0.280
H: -10.41759 -2.90831 -3.14825  0.342
H: -8.79488 -3.47356 -3.56387  0.329
H: -9.41378 -1.02670 -1.82341  0.271
H: -8.89754 -0.96052 -3.50844  0.302
H: -6.93501 -1.98265 -2.75372  0.241
C: 3.09151 -3.98147 0.52881  -0.816
C: 2.08050 -5.10970 0.58035  -0.330
O: 0.86301 -4.75369 -0.06566  -0.477
H: 2.67930 -3.08506 0.99465  0.199
H: 4.01230 -4.25666 1.04798  0.226
H: 3.34801 -3.74721 -0.50638  0.385
H: 1.80869 -5.32912 1.61422  0.229
H: 2.49761 -6.01979 0.13679  0.254
H: 1.05935 -4.55290 -0.98668  0.273
C: 0.05911 -3.18549 4.64605  -0.927
C: 1.55445 -3.04405 4.43007  -0.289
O: 1.86328 -2.01261 3.50406  -0.470
H: -0.44278 -3.37501 3.69666  0.177
H: -0.16118 -4.00564 5.33207  0.370
H: -0.35917 -2.26806 5.06653  0.317
H: 1.96380 -3.95693 3.99600  0.220
H: 2.06741 -2.86899 5.38353  0.308
H: 1.51871 -1.18111 3.84645  0.280
C: 7.02385 -5.27640 -0.60120  -0.773
C: 6.06039 -6.44727 -0.59067  -0.423
O: 4.87085 -6.15915 -1.31518  -0.459
H: 6.54287 -4.38697 -0.19309  0.170
H: 7.91539 -5.49598 -0.01022  0.306
H: 7.34355 -5.03829 -1.61756  0.300
H: 5.73434 -6.66862 0.42588  0.291
H: 6.54139 -7.34756 -0.99019  0.332
H: 5.11267 -5.95784 -2.22469  0.269
C: 9.01526 -1.82556 0.65674  -0.899
C: 9.74538 -2.54599 -0.46120  -0.276
O: 8.96413 -2.62565 -1.64859  -0.494
H: 8.07197 -2.32577 0.87706  0.198
H: 9.61835 -1.79966 1.56576  0.314
H: 8.78952 -0.79566 0.37116  0.323
H: 9.95593 -3.57635 -0.17569  0.254
H: 10.70089 -2.05416 -0.67494  0.308
H: 8.76459 -1.72751 -1.93147  0.290
C: -4.58644 5.74018 3.96417  -0.793
C: -3.61389 5.85587 5.11926  -0.311
O: -2.26032 5.81476 4.67417  -0.503
H: -4.40998 4.81240 3.41847  0.062
H: -5.62319 5.75310 4.30334  0.362
H: -4.44615 6.56881 3.26567  0.336
H: -3.72548 5.01860 5.80714  0.278
H: -3.79264 6.77930 5.68231  0.270
H: -2.12832 6.54389 4.05910  0.301
C: 5.86683 5.00873 -3.19503  -0.837
C: 5.02837 6.24936 -3.44163  -0.228
O: 3.96160 6.00747 -4.34859  -0.511
H: 6.27280 4.63287 -4.13515  0.257
H: 6.69448 5.22559 -2.51680  0.299
H: 5.25873 4.21821 -2.74964  0.203
H: 5.63125 7.03633 -3.89649  0.284
H: 4.63750 6.63549 -2.49339  0.246
H: 3.40986 5.32076 -3.95790  0.264

=====

2.
DFT (ωB97M-V with the def2-TZVPD basis set) results for a molecular structure, C27H22O5PS3W.

HOMO energy = -11.8 eV
Relative energy (zero: lowest compared OMol25 entry of this formula, charge and spin) = 0.0000 eV
DFT total energy = -3021.12397 Ha
Frontier orbital gap = 0.24232 hartree
Net charge = +1

Last column: Mulliken charge in e.
Geometry (Å):
W: -0.37573 -1.03397 -0.02762  1.731
O: -3.10012 1.23571 -0.57732  -0.527
C: -2.09254 1.00385 -1.16210  -0.394
O: -1.61879 -0.28859 -1.26731  -0.615
C: -1.20177 2.05481 -1.77371  0.179
C: -0.21327 1.51840 -2.82534  0.295
C: 0.37943 2.69226 -3.60834  -1.092
C: 1.37533 3.27509 -2.57355  -0.792
C: 1.14735 2.34401 -1.38375  0.708
O: 0.88557 1.07675 -2.00758  -0.216
C: -0.21146 2.67699 -0.71804  0.119
C: -0.26856 2.06239 0.66405  -0.245
O: -0.41102 2.63924 1.69052  -0.555
O: -0.04932 0.71140 0.60726  0.177
H: -1.85667 2.83216 -2.16121  0.665
H: -0.58432 0.68955 -3.42102  0.588
H: 0.89269 2.33886 -4.49970  0.339
H: -0.38564 3.40306 -3.91735  0.382
H: 2.40228 3.18473 -2.92218  0.361
H: 1.18891 4.31922 -2.32751  0.400
H: 1.97454 2.24836 -0.68664  -0.634
H: -0.36635 3.74580 -0.60091  0.620
C: 3.50637 -4.12231 4.11826  -0.526
C: 4.28984 -3.04612 3.72579  -0.710
C: 3.85344 -2.19742 2.72052  -0.645
C: 2.62577 -2.43529 2.10383  0.765
C: 1.83890 -3.51609 2.50002  -0.241
C: 2.28281 -4.35876 3.50563  -0.819
P: 2.07414 -1.37505 0.76423  1.107
C: 2.98170 0.17143 0.88566  0.866
C: 2.66685 1.02438 1.94515  -0.361
C: 3.30844 2.24631 2.05861  -0.742
C: 4.27466 2.61054 1.12672  -0.593
C: 4.59109 1.76026 0.07694  -0.665
C: 3.93627 0.54269 -0.05588  -0.726
C: 2.25835 -2.05674 -0.87583  0.373
C: 3.31952 -2.54645 -1.61621  -0.121
C: 3.07617 -2.90914 -2.93362  -0.702
C: 1.80021 -2.77821 -3.48544  -0.733
C: 0.74151 -2.30045 -2.73085  -0.518
C: 0.96654 -1.93505 -1.40206  -1.065
H: 3.84900 -4.77842 4.90722  0.407
H: 5.24269 -2.86340 4.20384  0.422
H: 4.46363 -1.35458 2.42203  0.430
H: 0.88868 -3.70752 2.02042  -0.011
H: 1.67111 -5.19643 3.81234  0.439
H: 1.91157 0.74011 2.66933  0.408
H: 3.05231 2.91335 2.87049  0.459
H: 4.78126 3.56199 1.22088  0.421
H: 5.34330 2.04502 -0.64686  0.452
H: 4.16625 -0.10590 -0.89085  0.328
H: 4.30785 -2.64900 -1.18558  0.583
H: 3.88109 -3.30006 -3.54161  0.445
H: 1.63728 -3.06821 -4.51500  0.475
H: -0.24841 -2.22892 -3.16599  0.605
S: -2.64500 -4.16317 2.35568  -0.083
C: -1.75671 -3.11493 1.56135  0.232
S: -0.93624 -3.31764 -0.00137  -0.231
S: -1.35992 -1.45705 2.04056  -0.217

=====

3.
DFT (ωB97M-V with the def2-TZVPD basis set) results for a gas-phase ion, C3H5N4O (charge +1) in a non-equilibrium geometry.

SMILES = [NH+]#CN/C=N/N=C\O
HOMO energy = -13.6 eV
Relative energy (zero: lowest compared OMol25 entry of this formula, charge and spin) = 3.0911 eV
DFT total energy = -411.18942 Ha
Frontier orbital gap = 0.33961 hartree
Net charge = +1

Last column: Mulliken charge in e.
Geometry (Å):
N: 0.63377 0.81843 -2.58177  -0.129
C: -0.13410 0.13618 -2.02769  0.390
N: -0.96269 -0.78804 -1.64647  -0.041
C: -0.63658 -1.03170 -0.28313  -0.138
N: 0.28443 -0.22847 0.10886  -0.111
N: 0.98616 -0.15147 1.18888  -0.485
C: 0.78495 0.43623 2.31719  0.196
O: -0.31977 1.14410 2.65682  -0.414
H: 1.56016 1.02533 -2.74059  0.310
H: -1.76070 -1.23024 -2.17275  0.297
H: -1.14757 -1.75530 0.21500  0.463
H: 1.60131 0.54003 3.09700  0.337
H: -0.88938 1.08492 1.86864  0.324

=====

What did the third record say?
DFT (ωB97M-V with the def2-TZVPD basis set) results for a gas-phase ion, C3H5N4O (charge +1) in a non-equilibrium geometry.

SMILES = [NH+]#CN/C=N/N=C\O
HOMO energy = -13.6 eV
Relative energy (zero: lowest compared OMol25 entry of this formula, charge and spin) = 3.0911 eV
DFT total energy = -411.18942 Ha
Frontier orbital gap = 0.33961 hartree
Net charge = +1

Last column: Mulliken charge in e.
Geometry (Å):
N: 0.63377 0.81843 -2.58177  -0.129
C: -0.13410 0.13618 -2.02769  0.390
N: -0.96269 -0.78804 -1.64647  -0.041
C: -0.63658 -1.03170 -0.28313  -0.138
N: 0.28443 -0.22847 0.10886  -0.111
N: 0.98616 -0.15147 1.18888  -0.485
C: 0.78495 0.43623 2.31719  0.196
O: -0.31977 1.14410 2.65682  -0.414
H: 1.56016 1.02533 -2.74059  0.310
H: -1.76070 -1.23024 -2.17275  0.297
H: -1.14757 -1.75530 0.21500  0.463
H: 1.60131 0.54003 3.09700  0.337
H: -0.88938 1.08492 1.86864  0.324

=====

Q: The lowest frontier orbital gap belongs to which entry?
A: C23H67I2N2NbO9P

=====

Q: Which of these has the highest HOMO energy?
A: C23H67I2N2NbO9P

=====

Q: Which of these has the lowest HOMO energy?
A: C3H5N4O